No. 1
Molecular formula: AlH2O
Method: DFT, the ωB97M-V functional and the def2-TZVPD basis

Geometry as XYZ:
```
4
Properties=species:S:1:pos:R:3:mulliken_spin:R:1
Al -11.104 -16.292 -10.623 -0.024
O -13.438 -17.788 -11.580 1.049
H -14.379 -17.622 -11.529 -0.012
H -13.370 -18.717 -11.802 -0.013
```

Properties
<S²>: 0.757
Charge: +4
Relative energy (zero: lowest compared OMol25 entry of this formula, charge and spin) in kcal/mol: 0.00
Energy in Eh: -315.9590
E_LUMO (alpha / beta) in eV: -33.28 / -33.14
Spin multiplicity: 2
Frontier orbital gap (alpha / beta) in eV: 8.5 / 8.6
Highest occupied orbital energy (alpha / beta) in eV: -41.81 / -41.69

***

No. 2
Molecular formula: ArH18HeO9
Method: DFT, the ωB97M-V functional and the def2-TZVPD basis

Geometry as XYZ:
```
29
Properties=species:S:1:pos:R:3:mulliken_charge:R:1
He 2.662 -1.657 1.900 0.023
Ar -0.266 -0.057 0.598 0.005
O 1.528 1.508 2.883 -0.638
H 2.360 1.815 2.525 0.308
H 1.729 0.650 3.257 0.292
O -0.123 -3.649 0.086 -0.747
H -0.565 -4.194 -0.565 0.321
H 0.403 -4.264 0.597 0.328
O -3.757 0.391 -1.142 -0.619
H -4.630 0.767 -1.256 0.281
H -3.217 1.125 -0.848 0.382
O 0.019 3.183 1.137 -0.642
H 0.642 3.286 0.418 0.309
H 0.543 2.836 1.860 0.328
O -2.192 -2.957 1.739 -0.606
H -1.984 -2.698 2.637 0.325
H -1.340 -3.104 1.328 0.353
O -2.129 2.590 -0.775 -0.690
H -2.799 3.253 -0.610 0.326
H -1.572 2.612 0.003 0.347
O 1.129 1.646 -2.738 -0.612
H 1.547 1.367 -3.553 0.284
H 1.190 0.883 -2.164 0.326
O 0.621 -1.904 -2.295 -0.593
H 0.599 -2.323 -1.434 0.354
H 0.131 -2.498 -2.864 0.275
O 3.321 0.171 -0.439 -0.603
H 3.569 1.096 -0.451 0.314
H 2.582 0.128 0.167 0.269
```

Properties
Relative energy (zero: lowest compared OMol25 entry of this formula, charge and spin) in kcal/mol: 16.42
Energy in Eh: -1218.3435
E_LUMO in eV: 0.08
Spin multiplicity: 1
Frontier orbital gap in eV: 10.3
Highest occupied orbital energy in eV: -10.22

***

No. 3
Molecular formula: ArH28O14
Method: DFT, the ωB97M-V functional and the def2-TZVPD basis

Geometry as XYZ:
```
43
Properties=species:S:1:pos:R:3:mulliken_charge:R:1
Ar -5.467 -0.764 5.866 0.077
O -8.279 1.016 7.871 -0.657
H -7.457 1.503 7.821 0.401
H -8.587 0.971 6.966 0.353
O -6.377 -5.007 5.361 -0.731
H -6.004 -5.141 6.232 0.280
H -7.096 -4.391 5.500 0.410
O -8.112 -0.182 2.643 -0.678
H -8.574 0.634 2.450 0.340
H -7.192 0.015 2.468 0.279
O -2.935 -1.540 3.517 -0.660
H -3.485 -1.409 2.745 0.300
H -2.921 -0.685 3.949 0.359
O -8.636 -3.477 6.264 -0.727
H -8.871 -4.306 6.682 0.329
H -8.248 -2.955 6.966 0.463
O -5.939 2.423 8.079 -0.668
H -5.364 3.036 7.621 0.287
H -5.343 1.808 8.506 0.312
O -9.006 0.237 5.206 -0.616
H -8.725 -0.090 4.352 0.371
H -9.957 0.130 5.203 0.260
O -2.784 -2.400 7.764 -0.742
H -3.180 -2.816 6.998 0.454
H -2.450 -3.128 8.287 0.321
O -3.860 -3.547 5.522 -0.714
H -3.731 -2.797 4.942 0.275
H -4.760 -3.827 5.356 0.410
O -7.574 -1.827 8.002 -0.644
H -6.859 -2.170 8.538 0.460
H -7.323 -0.923 7.816 0.138
O -3.132 1.287 4.184 -0.636
H -2.930 1.686 3.338 0.310
H -2.401 1.537 4.749 0.286
O -5.175 -3.006 9.081 -0.658
H -5.091 -3.889 8.723 0.256
H -4.325 -2.599 8.917 0.375
O -1.798 0.211 8.114 -0.620
H -1.656 0.650 7.276 0.290
H -2.156 -0.645 7.879 0.376
O -6.038 2.481 4.645 -0.572
H -6.337 2.221 3.774 0.254
H -5.247 1.962 4.793 0.296
```

Properties
Relative energy (zero: lowest compared OMol25 entry of this formula, charge and spin) in kcal/mol: 17.96
Energy in Eh: -1597.6783
E_LUMO in eV: -0.60
Spin multiplicity: 1
Frontier orbital gap in eV: 9.6
Highest occupied orbital energy in eV: -10.17

***

No. 4
Molecular formula: AsCsF6
Method: DFT, the ωB97M-V functional and the def2-TZVPD basis

Geometry as XYZ:
```
8
Properties=species:S:1:pos:R:3:mulliken_charge:R:1
Cs -6.014 0.212 0.723 1.001
As 0.857 -0.002 -0.105 1.982
F 1.891 -1.461 0.005 -0.494
F 0.991 -0.014 -1.892 -0.496
F -0.132 1.444 -0.247 -0.488
F 0.650 -0.045 1.699 -0.514
F 2.292 0.998 0.024 -0.471
F -0.536 -1.131 -0.209 -0.520
```

Properties
Relative energy (zero: lowest compared OMol25 entry of this formula, charge and spin) in kcal/mol: 49.23
Energy in Eh: -2855.1993
E_LUMO in eV: -2.26
Spin multiplicity: 1
Frontier orbital gap in eV: 8.4
Highest occupied orbital energy in eV: -10.69

***

No. 5
Molecular formula: AsF6H16O8
Method: DFT, the ωB97M-V functional and the def2-TZVPD basis

Geometry as XYZ:
```
31
Properties=species:S:1:pos:R:3:mulliken_spin:R:1
As -0.250 -0.273 0.095 1.164
F -0.495 -0.287 1.867 -0.043
F 0.540 -1.878 0.189 -0.015
F -0.089 -0.251 -1.696 0.023
F -0.920 1.377 -0.140 0.023
F 1.443 0.414 0.325 -0.017
F -1.897 -0.894 -0.229 -0.040
O 1.101 -2.809 -2.443 -0.003
H 0.788 -2.148 -1.825 0.002
H 1.953 -2.483 -2.732 -0.009
O 0.299 1.796 -3.527 0.013
H 0.455 1.228 -2.773 -0.005
H 0.198 2.671 -3.153 -0.012
O -0.003 -0.007 4.601 0.015
H -0.573 -0.496 4.007 -0.007
H 0.857 -0.414 4.496 -0.009
O -2.737 -1.213 -2.834 0.006
H -2.642 -1.251 -1.882 0.000
H -2.028 -1.762 -3.169 -0.005
O -0.198 -4.325 0.773 -0.001
H 0.064 -3.419 0.611 -0.009
H 0.557 -4.719 1.210 -0.015
O 3.356 0.922 1.959 -0.015
H 2.757 0.762 1.230 -0.010
H 4.135 1.300 1.551 -0.019
O -2.868 2.921 -0.261 -0.003
H -1.921 3.056 -0.308 -0.002
H -2.989 2.321 0.475 -0.004
O 0.054 3.461 1.346 0.009
H 0.938 3.820 1.261 -0.013
H 0.116 2.581 0.975 0.003
```

Properties
<S²>: 0.752
Charge: -2
Relative energy (zero: lowest compared OMol25 entry of this formula, charge and spin) in kcal/mol: 0.00
Energy in Eh: -3446.6301
E_LUMO (alpha / beta) in eV: 5.51 / 5.32
Spin multiplicity: 2
Frontier orbital gap (alpha / beta) in eV: 3.8 / 10.0
Highest occupied orbital energy (alpha / beta) in eV: 1.72 / -4.69

***

No. 6
Molecular formula: B2CsF8
Method: DFT, the ωB97M-V functional and the def2-TZVPD basis

Geometry as XYZ:
```
11
Properties=species:S:1:pos:R:3:mulliken_charge:R:1
Cs -1.587 -1.034 2.822 1.004
B 3.455 1.209 1.514 0.611
F 3.773 -0.090 1.268 -0.386
F 3.494 1.953 0.341 -0.403
F 2.165 1.284 1.996 -0.413
F 4.333 1.846 2.398 -0.411
B -3.174 -1.040 -2.080 0.588
F -2.185 -1.948 -2.414 -0.394
F -3.922 -0.707 -3.149 -0.366
F -3.922 -1.540 -1.014 -0.420
F -2.428 0.066 -1.683 -0.409
```

Properties
Charge: -1
Relative energy (zero: lowest compared OMol25 entry of this formula, charge and spin) in kcal/mol: 61.09
Energy in Eh: -869.3208
E_LUMO in eV: 0.48
Spin multiplicity: 1
Frontier orbital gap in eV: 8.2
Highest occupied orbital energy in eV: -7.71

***

No. 7
Molecular formula: B2F8Sn
Method: DFT, the ωB97M-V functional and the def2-TZVPD basis

Geometry as XYZ:
```
11
Properties=species:S:1:pos:R:3:mulliken_charge:R:1
Sn -0.370 1.556 2.650 1.665
B -1.575 0.613 -0.612 0.559
F -2.512 1.485 -1.042 -0.343
F -1.304 -0.199 -1.678 -0.331
F -0.430 1.269 -0.295 -0.289
F -1.941 -0.198 0.502 -0.389
B 1.662 -0.933 0.068 0.490
F 0.957 -1.642 -0.856 -0.326
F 2.713 -1.616 0.634 -0.359
F 1.959 0.275 -0.505 -0.393
F 0.840 -0.610 1.134 -0.283
```

Properties
Relative energy (zero: lowest compared OMol25 entry of this formula, charge and spin) in kcal/mol: 101.24
Energy in Eh: -1063.1668
E_LUMO in eV: -5.87
Spin multiplicity: 1
Frontier orbital gap in eV: 4.9
Highest occupied orbital energy in eV: -10.76

***

No. 8
Molecular formula: B2H26NiO9
Method: DFT, the ωB97M-V functional and the def2-TZVPD basis

Geometry as XYZ:
```
38
Properties=species:S:1:pos:R:3:mulliken_spin:R:1
Ni -1.959 -18.844 -12.401 1.808
B -3.073 -17.188 -13.410 0.018
H -3.817 -16.797 -14.193 0.014
H -2.046 -17.442 -13.911 0.004
H -2.874 -16.423 -12.574 0.008
H -3.474 -18.153 -12.937 0.046
B -2.505 -18.151 -10.258 -0.019
H -2.135 -19.231 -10.461 0.020
H -2.130 -17.865 -9.211 0.019
H -2.005 -17.485 -11.037 0.026
H -3.641 -17.987 -10.332 0.008
O 0.330 -17.616 -9.371 0.000
H 0.853 -18.421 -9.441 0.000
H -0.598 -17.928 -9.245 0.001
O -3.517 -20.510 -12.260 0.020
H -3.297 -21.434 -12.418 0.000
H -4.383 -20.523 -11.831 -0.001
O -5.592 -17.032 -8.574 0.000
H -5.307 -16.949 -9.490 0.000
H -5.287 -17.914 -8.300 0.000
O -0.059 -17.917 -12.454 0.020
H 0.249 -17.102 -12.032 -0.003
H 0.739 -18.415 -12.661 0.003
O -4.342 -19.692 -8.391 0.000
H -3.762 -20.324 -7.946 0.000
H -3.743 -19.185 -8.983 -0.003
O -3.054 -14.969 -9.092 0.000
H -3.768 -14.808 -8.466 0.000
H -3.151 -15.900 -9.321 0.000
O -1.633 -17.370 -6.270 0.000
H -2.361 -17.032 -5.737 0.000
H -1.979 -17.373 -7.173 0.001
O -1.891 -20.271 -7.017 0.000
H -1.367 -20.905 -6.518 0.000
H -1.667 -19.407 -6.621 0.000
O -0.764 -20.543 -11.715 0.014
H -0.099 -21.049 -12.200 0.002
H -0.711 -20.858 -10.802 -0.003
```

Properties
<S²>: 2.004
Relative energy (zero: lowest compared OMol25 entry of this formula, charge and spin) in kcal/mol: 21.39
Energy in Eh: -2250.5895
E_LUMO (alpha / beta) in eV: -1.08 / -1.25
Spin multiplicity: 3
Frontier orbital gap (alpha / beta) in eV: 8.6 / 8.5
Highest occupied orbital energy (alpha / beta) in eV: -9.71 / -9.73

***

No. 9
Molecular formula: B3BaF18P
Method: DFT, the ωB97M-V functional and the def2-TZVPD basis

Geometry as XYZ:
```
23
Properties=species:S:1:pos:R:3:mulliken_charge:R:1
Ba 21.236 -17.397 -18.392 2.020
B 18.787 -18.886 -19.441 0.474
F 19.875 -19.683 -18.975 -0.405
F 17.777 -19.658 -19.974 -0.337
F 18.373 -18.130 -18.317 -0.370
F 19.323 -17.972 -20.374 -0.353
B 23.845 -18.897 -19.417 0.581
F 23.386 -19.197 -18.112 -0.401
F 23.408 -17.579 -19.781 -0.461
F 25.244 -18.898 -19.487 -0.378
F 23.282 -19.821 -20.304 -0.398
B 21.731 -16.990 -15.497 0.450
F 21.652 -18.387 -15.718 -0.371
F 22.776 -16.552 -16.373 -0.384
F 20.551 -16.435 -16.073 -0.367
F 21.924 -16.647 -14.185 -0.315
P 20.571 -14.084 -19.491 1.239
F 20.876 -15.497 -20.267 -0.416
F 21.772 -14.478 -18.452 -0.336
F 21.639 -13.354 -20.453 -0.379
F 20.322 -12.693 -18.706 -0.378
F 19.375 -13.765 -20.507 -0.385
F 19.531 -14.840 -18.498 -0.329
```

Properties
Charge: -2
Relative energy (zero: lowest compared OMol25 entry of this formula, charge and spin) in kcal/mol: 0.00
Energy in Eh: -2240.2620
E_LUMO in eV: 5.05
Spin multiplicity: 1
Frontier orbital gap in eV: 12.1
Highest occupied orbital energy in eV: -7.04

***

No. 10
Molecular formula: B3Cl3O3
Method: DFT, the ωB97M-V functional and the def2-TZVPD basis

Geometry as XYZ:
```
9
Properties=species:S:1:pos:R:3:mulliken_charge:R:1
Cl 0.149 0.081 3.186 -0.219
B 0.211 -0.112 1.390 0.527
O 1.100 0.611 0.632 -0.337
B 0.874 0.734 -0.761 0.576
Cl 1.974 1.713 -1.799 -0.223
O -0.169 0.119 -1.395 -0.344
B -0.998 -0.687 -0.612 0.569
Cl -2.350 -1.582 -1.404 -0.223
O -0.792 -0.875 0.765 -0.326
```

Properties
SMILES: ClB1OB(Cl)OB(Cl)O1
Relative energy (zero: lowest compared OMol25 entry of this formula, charge and spin) in kcal/mol: 1.17
Energy in Eh: -1681.2881
E_LUMO in eV: 0.06
Spin multiplicity: 1
Frontier orbital gap in eV: 12.0
Highest occupied orbital energy in eV: -11.93

***

No. 11
Molecular formula: B3F12K
Method: DFT, the ωB97M-V functional and the def2-TZVPD basis

Geometry as XYZ:
```
16
Properties=species:S:1:pos:R:3:mulliken_charge:R:1
K -0.892 -0.365 -0.561 0.989
B -2.555 0.342 2.741 0.557
F -3.075 1.322 3.574 -0.393
F -1.988 -0.726 3.417 -0.393
F -3.655 -0.141 2.028 -0.425
F -1.600 0.866 1.878 -0.354
B 0.781 -1.588 -3.291 0.625
F -0.081 -2.228 -2.342 -0.483
F 0.899 -0.284 -3.080 -0.323
F 2.092 -2.059 -3.008 -0.432
F 0.370 -1.924 -4.558 -0.384
B 1.904 1.372 0.619 0.623
F 1.503 2.028 1.729 -0.376
F 1.886 0.037 0.943 -0.410
F 1.159 1.676 -0.492 -0.402
F 3.253 1.672 0.401 -0.420
```

Properties
Charge: -2
Relative energy (zero: lowest compared OMol25 entry of this formula, charge and spin) in kcal/mol: 23.16
Energy in Eh: -1873.7731
E_LUMO in eV: 4.48
Spin multiplicity: 1
Frontier orbital gap in eV: 9.8
Highest occupied orbital energy in eV: -5.31

***

No. 12
Molecular formula: B5CrF20
Method: DFT, the ωB97M-V functional and the def2-TZVPD basis

Geometry as XYZ:
```
26
Properties=species:S:1:pos:R:3:mulliken_spin:R:1
Cr 0.113 -0.237 0.060 2.867
B 1.566 -2.503 0.864 0.003
F 1.085 -3.786 0.807 0.000
F 0.699 -1.639 1.628 0.015
F 2.852 -2.417 1.356 0.000
F 1.516 -1.862 -0.426 0.029
B -2.327 -1.291 0.397 0.007
F -2.276 -1.322 1.774 0.000
F -3.530 -1.678 -0.113 0.001
F -1.934 0.012 -0.092 0.014
F -1.182 -2.034 -0.105 0.026
B 1.145 1.141 2.129 0.007
F -0.205 0.673 1.857 -0.012
F 1.805 0.662 0.917 -0.001
F 1.277 2.506 2.127 0.000
F 1.641 0.569 3.263 -0.001
B 0.707 -0.180 -2.758 0.002
F 1.304 -1.323 -3.242 0.000
F -0.544 -0.509 -2.115 0.018
F 1.412 0.320 -1.596 0.030
F 0.541 0.788 -3.710 0.001
B -1.172 2.853 -0.607 -0.002
F -2.023 2.828 0.491 0.000
F -0.258 1.689 -0.518 -0.004
F -1.847 2.746 -1.812 0.000
F -0.365 3.992 -0.576 -0.002
```

Properties
<S²>: 3.762
Charge: -2
Relative energy (zero: lowest compared OMol25 entry of this formula, charge and spin) in kcal/mol: 0.00
Energy in Eh: -3167.3668
E_LUMO (alpha / beta) in eV: 2.67 / 4.51
Spin multiplicity: 4
Frontier orbital gap (alpha / beta) in eV: 9.2 / 11.0
Highest occupied orbital energy (alpha / beta) in eV: -6.51 / -6.51